90
Properties=species:S:1:pos:R:3:forces:R:3 method="wB97M-V/def2-TZVPD" total_charge=-1 e_homo_ev=-3.518 relative_energy_kcal_mol=0.1 gap_ev=5.20
Mo 1.252365 0.729178 0.787620 0.0374 0.1091 0.0578
S 2.591343 -3.892673 0.969741 0.0176 -0.0023 -0.0073
C 2.144570 -2.292197 0.912310 -0.0796 0.0023 0.0005
S 1.644441 -1.309551 2.234775 0.0508 -0.0348 0.0229
S 1.995250 -1.321334 -0.495258 0.0540 0.0476 0.0162
C 0.271525 1.390344 4.274982 0.0004 -0.0249 0.0106
C 1.693631 1.578360 3.900117 0.0025 -0.0134 0.0132
N 2.190701 1.427488 2.699926 -0.0251 -0.0086 -0.0384
C 3.553614 1.648368 2.688468 0.0001 0.0206 -0.0199
C 4.099830 1.960803 3.888901 0.0030 -0.0153 0.0032
S 2.874738 1.989178 5.077297 -0.0029 0.0278 -0.0016
C 4.201843 1.588716 1.391273 -0.0228 0.0172 0.0030
C 5.508456 1.800553 1.101709 0.0084 -0.0183 0.0060
S 5.735600 1.704831 -0.585202 0.0000 0.0189 -0.0080
C 4.059927 1.394416 -0.812969 -0.0035 -0.0140 0.0240
N 3.377242 1.347633 0.305650 -0.0438 0.0180 -0.0132
C 3.518129 1.201285 -2.183556 0.0052 -0.0203 0.0126
H -0.359014 2.019295 3.647257 0.0040 0.0018 -0.0035
H 0.108693 1.634020 5.324780 -0.0004 0.0017 -0.0004
H -0.015059 0.352597 4.103589 -0.0072 -0.0042 0.0056
H 5.129683 2.177370 4.115933 -0.0010 -0.0056 0.0008
H 6.317541 1.995077 1.784959 0.0003 -0.0063 -0.0018
H 4.321012 1.231362 -2.920137 -0.0023 0.0132 -0.0007
H 2.783502 1.968467 -2.429043 -0.0238 -0.0006 0.0036
H 3.032049 0.227789 -2.235146 0.0040 -0.0011 -0.0049
C -3.163705 -0.807046 5.290634 0.0002 -0.0033 -0.0017
C -2.295657 -1.764728 4.784078 0.0005 0.0007 0.0031
C -1.731267 -1.602392 3.525989 0.0102 0.0011 -0.0040
C -2.031807 -0.479405 2.759068 0.0115 0.0109 0.0046
C -2.909304 0.471918 3.268411 -0.0034 -0.0001 0.0046
C -3.472411 0.310429 4.527685 -0.0028 0.0077 -0.0073
As -1.121975 -0.186243 1.046348 -0.0230 -0.0143 -0.0114
C -2.596336 0.576775 0.034265 -0.0133 -0.0027 0.0056
C -3.043996 1.888095 0.031044 0.0022 -0.0005 -0.0023
C -4.075131 2.258993 -0.820962 -0.0029 -0.0006 0.0037
C -4.628739 1.328708 -1.689330 -0.0013 -0.0049 -0.0078
C -4.181030 0.016567 -1.696591 0.0129 0.0213 0.0154
C -3.174778 -0.369181 -0.818033 0.0062 -0.0289 -0.0113
C -2.646054 -1.743080 -0.678493 -0.0242 -0.0151 0.0049
C -3.162496 -2.868796 -1.314653 0.0017 0.0269 0.0085
C -2.623213 -4.116943 -1.042101 0.0038 0.0031 -0.0237
C -1.559489 -4.249273 -0.158623 0.0132 0.0074 -0.0057
C -1.031930 -3.130973 0.472584 -0.0006 0.0035 -0.0014
C -1.585415 -1.885295 0.220965 0.0135 -0.0005 0.0032
H -3.602765 -0.934600 6.272559 -0.0003 0.0006 0.0007
H -2.052008 -2.642707 5.369837 -0.0003 0.0009 -0.0011
H -1.040313 -2.345277 3.148579 -0.0047 -0.0024 0.0015
H -3.163757 1.344554 2.678616 -0.0022 0.0010 -0.0004
H -4.156847 1.058346 4.909913 0.0004 -0.0008 0.0008
H -2.578646 2.634627 0.662650 0.0000 -0.0002 0.0011
H -4.419108 3.285788 -0.834667 -0.0008 -0.0017 -0.0009
H -5.403885 1.631960 -2.382167 0.0005 0.0019 0.0023
H -4.596925 -0.694322 -2.399551 -0.0034 -0.0088 -0.0036
H -3.978919 -2.772658 -2.018492 0.0100 -0.0105 0.0046
H -3.030369 -4.992681 -1.532774 -0.0016 -0.0028 -0.0052
H -1.124897 -5.222625 0.034691 -0.0011 -0.0003 0.0028
H -0.190722 -3.244190 1.143690 -0.0081 -0.0050 0.0022
S 0.118108 3.043290 1.035575 0.0157 0.0134 -0.0146
C 1.581873 3.895183 0.802879 -0.0254 -0.0083 -0.0115
N 2.022909 4.122241 -0.463101 0.0038 -0.0352 0.0052
C 3.201922 4.692489 -0.767143 0.0241 0.0134 0.0093
C 4.030781 5.149109 0.214574 0.0011 -0.0069 -0.0238
C 3.595721 5.011260 1.546220 0.0060 -0.0002 0.0214
C 2.400318 4.415317 1.836171 0.0166 -0.0185 0.0074
H 1.443722 3.752798 -1.239193 -0.0496 0.0069 -0.0243
H 3.427314 4.756682 -1.822855 -0.0026 0.0008 -0.0002
H 4.977919 5.601807 -0.034993 0.0002 0.0012 0.0017
H 4.216954 5.379497 2.353971 -0.0014 0.0018 -0.0012
H 2.057320 4.302905 2.854765 -0.0006 -0.0076 0.0012
O 0.413209 1.016586 -3.834014 -0.0272 0.0249 0.0086
S -0.090911 1.915284 -2.494770 -0.0098 -0.0049 -0.0366
O 0.726352 3.110610 -2.660421 0.0367 -0.0102 0.0177
O 0.318637 1.087258 -1.372504 0.0795 0.0054 -0.0123
O -1.489966 2.085993 -2.686972 0.0026 -0.0076 -0.0050
O -3.810123 -2.308838 -4.513583 0.0060 0.0157 -0.0049
S -2.529645 -2.358228 -5.158717 -0.0431 -0.0278 0.0187
O -2.488486 -2.491864 -6.585590 0.0089 0.0092 -0.0040
N -1.601766 -1.048065 -4.713149 0.0091 0.0226 0.0445
C -0.574934 -1.452782 -4.059693 0.0005 -0.0570 -0.1000
S 0.798633 -0.541351 -3.582952 0.0257 0.0052 0.0558
C -0.457994 -2.914147 -3.769499 -0.0233 0.0116 0.0192
C 0.466351 -3.593894 -2.993137 0.0017 -0.0183 0.0014
C 0.340684 -4.976647 -2.915151 -0.0029 -0.0094 -0.0019
C -0.682129 -5.644202 -3.579888 -0.0091 -0.0013 0.0000
C -1.635568 -4.947905 -4.318078 0.0007 0.0045 -0.0052
C -1.496989 -3.579985 -4.389693 -0.0027 0.0004 -0.0065
H 1.233127 -3.076490 -2.424115 -0.0162 -0.0247 -0.0310
H 1.040081 -5.531139 -2.303269 0.0094 0.0085 0.0067
H -0.755533 -6.721383 -3.497858 -0.0023 -0.0001 0.0004
H -2.455609 -5.457107 -4.806961 -0.0005 0.0005 0.0016

13
Properties=species:S:1:pos:R:3:forces:R:3 method="wB97M-V/def2-TZVPD" e_homo_ev="-8.226 / -8.227" relative_energy_kcal_mol=111.5 gap_ev="6.82 / 6.82"
C -2.025858 -0.189643 -0.258727 0.1395 0.1323 -0.1294
O -1.213774 0.770755 -0.143884 -0.2060 -0.1761 -0.1035
C 0.139160 0.552770 -0.243017 0.2142 -0.0296 -0.0352
C 1.147177 1.511932 -0.319833 -0.1008 0.1072 0.0399
N 2.309944 0.851138 -0.286246 -0.1412 -0.0950 0.0257
C 1.948738 -0.453386 -0.185089 0.2058 -0.1255 -0.0996
N 0.643144 -0.702862 -0.179194 0.0922 0.2064 -0.1723
H -3.048322 0.001837 0.046713 0.0932 0.1284 -0.1896
H -1.342298 -1.252540 1.504934 0.0155 -0.1470 0.3371
H -1.676753 -1.133088 -0.664599 -0.0316 0.0585 0.0929
H 1.074708 2.587060 -0.417984 -0.0285 -0.1324 0.0836
H 2.678630 -1.249620 -0.088368 -0.0871 0.1555 -0.0978
H -0.634494 -1.294353 1.235294 -0.1651 -0.0828 0.2482

28
Properties=species:S:1:pos:R:3:forces:R:3 method="wB97M-V/def2-TZVPD" total_charge=-1 e_homo_ev=-7.566 relative_energy_kcal_mol=21.5 gap_ev=10.47
N -0.198643 0.042679 0.684000 2.7066 -0.6874 -3.8414
O 0.982357 0.332679 0.992000 -0.8773 0.8581 1.1179
O -0.525643 -1.154321 0.802000 -1.4018 0.0817 1.2298
O -0.813643 0.773679 -0.142000 -0.5619 0.0731 1.8535
O 2.222357 -1.547321 3.085000 -0.3870 -0.6018 0.0943
H 1.789357 -0.942321 2.472000 0.0310 0.2825 -0.2374
H 1.670357 -2.345321 3.018000 0.3250 0.3224 0.0576
O -0.430643 1.078679 -2.918000 -0.4923 -1.4339 -0.6992
H -0.445643 1.190679 -1.969000 0.1102 0.2217 0.5479
H -0.785643 0.159679 -2.990000 0.3265 1.1712 -0.1377
O -1.946643 3.639679 -1.186000 0.9808 -0.6155 0.9292
H -1.803643 2.906679 -0.527000 -0.1657 0.8886 -1.0110
H -1.039643 3.951679 -1.385000 -0.8350 -0.3357 0.1202
O -2.838643 -1.633321 -0.760000 -1.4170 -0.1555 -1.4523
H -2.173643 -1.374321 -0.167000 2.0136 1.2260 1.1573
H -3.167643 -2.377321 -0.283000 -0.7722 -1.0438 0.1393
O 2.626357 2.968679 1.422000 1.2298 0.7158 0.9804
H 2.649357 2.708679 0.502000 -0.2993 -0.2395 -0.4856
H 1.730357 2.976679 1.729000 -0.6556 -0.2500 -0.0745
O 1.899357 2.102679 -1.042000 0.8451 -0.4063 -0.2681
H 1.456357 1.558679 -0.367000 -0.3457 0.1569 -0.0923
H 1.433357 2.918679 -1.196000 -0.5256 0.0939 0.0831
O 0.168357 -2.688321 -1.436000 0.5680 -1.2339 -0.1932
H -0.199643 -2.090321 -2.063000 -0.5127 0.6228 -0.7407
H 0.202357 -2.185321 -0.632000 0.0439 0.3843 0.7734
O -0.626643 -3.812321 1.740000 0.2494 0.0332 0.5389
H -1.235643 -4.269321 1.166000 -0.1286 -0.0236 -0.3665
H -0.598643 -2.890321 1.451000 -0.0521 -0.1049 -0.0227